(1)
{
  "formula": "C28H48BF4N7OsS2",
  "method": "the ωB97M-V functional and the def2-TZVPD basis",
  "spin_multiplicity": 1,
  "species": ["Os", "C", "N", "C", "C", "N", "C", "C", "N", "C", "C", "N", "C", "N", "C", "C", "C", "N", "C", "H", "H", "H", "H", "H", "H", "H", "H", "H", "H", "H", "H", "H", "H", "H", "H", "H", "H", "H", "H", "H", "H", "H", "H", "C", "C", "S", "C", "C", "S", "H", "H", "H", "H", "H", "H", "C", "C", "C", "C", "C", "C", "C", "C", "N", "C", "C", "C", "C", "H", "H", "H", "H", "H", "H", "H", "H", "H", "H", "H", "H", "H", "H", "H", "H", "H", "H", "F", "B", "F", "F", "F"],
  "positions_angstrom": [[-0.39901, 0.91274, 0.47295], [0.85490, 0.97572, -2.94198], [-0.51608, 1.42970, -2.88373], [-1.06017, 2.26261, -3.94366], [-2.57201, 2.19331, -3.69561], [-2.70598, 1.15581, -2.67728], [-3.87293, 1.18871, -1.80710], [-1.48152, 0.79432, -2.20894], [-1.26251, -0.03443, -1.19830], [-2.11413, -1.23951, -1.16039], [-1.28846, -2.51790, -1.14799], [-0.39804, -2.51854, -2.28173], [0.30854, -3.52810, -2.59777], [0.47752, -4.77721, -2.02479], [0.28080, -5.12288, -0.63095], [1.42798, -5.56217, -2.80202], [2.11721, -4.50969, -3.65803], [1.06886, -3.51653, -3.77446], [1.40729, -2.24337, -4.35347], [1.10301, 0.69908, -3.97026], [0.96682, 0.09852, -2.30451], [1.51939, 1.77140, -2.61409], [-0.78219, 1.84139, -4.91355], [-0.66913, 3.27906, -3.88600], [-3.12875, 1.93870, -4.59758], [-2.96107, 3.13656, -3.30407], [-4.18537, 2.22581, -1.66196], [-3.62130, 0.77586, -0.83484], [-4.69858, 0.62279, -2.23986], [-2.73894, -1.25821, -2.05648], [-2.75712, -1.22195, -0.27642], [-1.99962, -3.35698, -1.17385], [-0.76207, -2.56446, -0.19709], [-0.48333, -5.89633, -0.51478], [0.00510, -4.25865, -0.04379], [1.21761, -5.49502, -0.21049], [0.91374, -6.30349, -3.42241], [2.12142, -6.08368, -2.14192], [2.41588, -4.88601, -4.63680], [2.99909, -4.09836, -3.14655], [1.83417, -2.40463, -5.34445], [2.13025, -1.69188, -3.73684], [0.50266, -1.64639, -4.44168], [-4.29666, 1.75472, 2.86183], [-3.10896, 1.83246, 1.94206], [-2.19718, 0.35806, 1.77076], [-2.75938, 2.93541, 1.26609], [-3.51520, 4.23415, 1.30417], [-1.37479, 2.86657, 0.20270], [-4.43700, 0.73832, 3.22832], [-5.21246, 2.06350, 2.35366], [-4.16165, 2.40634, 3.72846], [-3.81520, 4.48188, 2.32386], [-4.42298, 4.19434, 0.69481], [-2.89980, 5.05257, 0.92956], [2.51002, 5.97407, 0.60286], [2.50223, 4.48435, 0.38282], [3.26603, 3.91102, -0.64555], [3.28963, 2.54353, -0.85056], [4.22567, 1.90988, -1.84458], [2.48892, 1.72795, -0.03910], [1.74573, 2.27959, 0.99848], [1.75864, 3.66575, 1.20724], [0.90627, 1.41250, 1.74395], [1.10015, 1.21228, 3.20121], [0.77853, -0.23341, 3.57150], [2.56165, 1.48911, 3.56094], [0.16804, 2.15422, 3.97348], [2.99942, 6.49356, -0.22010], [3.04170, 6.22661, 1.52224], [1.49376, 6.35950, 0.69413], [3.87881, 4.55562, -1.26670], [4.71464, 2.65952, -2.46614], [3.71171, 1.20052, -2.49387], [4.99830, 1.34662, -1.31828], [2.55034, 0.64993, -0.12023], [1.17065, 4.09881, 2.00528], [1.48200, -0.92316, 3.10943], [-0.23003, -0.50226, 3.26606], [0.84528, -0.33954, 4.65595], [3.22355, 0.89972, 2.92463], [2.73583, 1.19951, 4.59778], [2.81923, 2.54393, 3.45508], [0.34314, 3.19881, 3.71663], [0.34562, 2.03533, 5.04438], [-0.87498, 1.91818, 3.76422], [1.46106, -2.92563, 1.49024], [1.91913, -1.89517, 0.69561], [2.39466, -2.33041, -0.52962], [2.84716, -1.09603, 1.34687], [0.71715, -1.04460, 0.39668]],
  "forces_ev_per_angstrom": [[-0.375, -0.227, 0.409], [0.003, 0.018, -0.012], [0.018, -0.008, -0.051], [0.015, -0.006, 0.046], [0.000, -0.030, -0.020], [0.052, 0.024, 0.097], [0.032, -0.025, -0.097], [-0.076, -0.051, 0.047], [-0.070, -0.044, 0.020], [0.061, 0.096, -0.014], [-0.044, 0.047, -0.023], [0.012, 0.044, -0.019], [0.021, -0.104, 0.021], [0.135, 0.114, 0.016], [-0.022, -0.018, -0.001], [-0.061, -0.011, 0.002], [-0.009, 0.000, -0.011], [-0.033, -0.014, -0.026], [-0.001, -0.015, -0.005], [-0.004, -0.002, 0.011], [-0.003, -0.007, 0.005], [0.066, 0.006, 0.017], [-0.002, -0.007, -0.003], [-0.008, 0.003, -0.014], [-0.013, 0.018, 0.004], [0.015, 0.002, 0.021], [-0.007, -0.004, -0.008], [0.026, -0.032, 0.045], [-0.004, -0.004, 0.008], [-0.036, 0.032, 0.014], [-0.026, 0.006, -0.002], [0.023, -0.010, 0.012], [-0.003, 0.053, 0.021], [0.002, -0.011, 0.001], [0.015, -0.055, -0.009], [0.000, 0.011, 0.003], [0.008, -0.010, 0.000], [0.001, 0.002, 0.003], [0.007, -0.002, 0.003], [0.007, -0.006, 0.002], [-0.003, 0.008, 0.003], [0.011, -0.004, 0.006], [0.001, 0.009, -0.006], [0.003, 0.023, -0.005], [-0.044, -0.104, 0.040], [0.340, 0.204, -0.278], [0.026, -0.024, -0.046], [0.010, -0.006, 0.041], [-0.035, 0.195, -0.124], [-0.008, 0.000, 0.001], [-0.004, 0.000, 0.002], [-0.003, -0.003, 0.003], [-0.007, 0.004, -0.004], [0.006, -0.009, 0.001], [-0.003, -0.001, -0.005], [0.007, -0.013, -0.002], [0.086, 0.019, -0.085], [-0.038, -0.031, 0.099], [0.020, -0.014, 0.032], [-0.037, 0.041, -0.005], [0.147, 0.022, 0.013], [-0.053, 0.017, 0.090], [0.012, 0.009, -0.066], [-0.253, 0.076, -0.134], [0.184, -0.120, 0.027], [0.011, -0.064, -0.022], [0.013, 0.002, -0.016], [0.016, -0.005, -0.047], [-0.002, 0.000, 0.000], [-0.001, 0.006, -0.002], [0.002, 0.002, 0.003], [0.000, -0.005, -0.008], [-0.011, 0.000, -0.005], [-0.030, -0.021, -0.017], [0.011, 0.011, -0.004], [-0.013, -0.013, -0.019], [-0.046, -0.025, -0.015], [-0.044, 0.061, 0.070], [-0.002, -0.003, 0.033], [-0.001, -0.007, 0.013], [-0.015, -0.012, 0.026], [-0.013, 0.014, 0.009], [-0.003, 0.005, -0.001], [0.026, 0.009, 0.010], [-0.019, -0.003, -0.004], [-0.025, -0.011, -0.025], [0.002, -0.031, -0.003], [-0.093, 0.012, -0.105], [-0.035, 0.005, -0.013], [0.024, 0.018, -0.072], [0.159, -0.019, 0.107]],
  "lowdin_charge": [1.06, -0.02, -0.07, -0.09, -0.10, -0.07, -0.03, -0.43, -0.14, -0.23, -0.23, 0.12, -0.37, -0.07, -0.04, -0.13, -0.15, -0.12, -0.08, 0.09, 0.08, 0.07, 0.12, 0.13, 0.12, 0.12, 0.09, 0.06, 0.10, 0.12, 0.06, 0.13, 0.08, 0.09, 0.06, 0.09, 0.12, 0.12, 0.12, 0.13, 0.09, 0.08, 0.07, -0.11, -0.75, 0.72, -0.74, -0.12, 0.69, 0.06, 0.08, 0.08, 0.08, 0.08, 0.06, -0.04, -0.25, 0.00, -0.27, -0.04, 0.00, -0.34, -0.02, -0.18, -0.59, -0.04, -0.03, -0.03, 0.07, 0.08, 0.08, 0.11, 0.08, 0.07, 0.09, 0.11, 0.11, 0.07, 0.03, 0.09, 0.09, 0.09, 0.08, 0.07, 0.09, 0.06, 0.15, -1.24, 0.15, 0.13, -0.08]
}

---

(2)
{
  "formula": "C37H30N5O3PbS5",
  "method": "the ωB97M-V functional and the def2-TZVPD basis",
  "spin_multiplicity": 1,
  "total_charge": 1,
  "species": ["Pb", "S", "C", "C", "C", "C", "C", "C", "S", "C", "C", "C", "C", "C", "C", "C", "S", "C", "C", "C", "C", "C", "C", "S", "N", "H", "H", "H", "H", "H", "H", "H", "H", "H", "H", "H", "H", "H", "H", "H", "N", "C", "C", "C", "C", "C", "C", "N", "C", "C", "C", "C", "N", "C", "C", "H", "H", "H", "H", "H", "H", "H", "H", "H", "N", "C", "C", "C", "C", "C", "C", "S", "O", "O", "O", "H", "H", "H", "H", "H", "H"],
  "positions_angstrom": [[0.87278, 1.05374, -1.38709], [1.05998, 3.64427, -1.50514], [2.47636, 4.07640, -0.53321], [2.92632, 5.39038, -0.70810], [4.04052, 5.87383, -0.04994], [4.76115, 5.05316, 0.80710], [4.33053, 3.75571, 1.00485], [3.19038, 3.26785, 0.36380], [2.77197, 1.57872, 0.74595], [1.64773, 1.71388, 2.16438], [0.16015, 1.53139, 1.97519], [-0.60526, 1.30431, 3.11823], [-1.98030, 1.28904, 3.01405], [-2.56402, 1.55733, 1.78256], [-1.74211, 1.78088, 0.69277], [-2.33826, 2.29673, -0.59321], [-1.93709, 1.27874, -2.04802], [-2.05150, 2.48165, -3.35439], [-3.22493, 3.20398, -3.46201], [-3.39796, 4.13107, -4.48372], [-2.39903, 4.32589, -5.42905], [-1.23695, 3.59011, -5.34866], [-1.02151, 2.65351, -4.31384], [0.45617, 1.79649, -4.32668], [-0.40320, 1.69780, 0.78231], [2.38587, 6.03243, -1.39086], [4.35400, 6.89538, -0.21913], [5.64748, 5.41622, 1.30798], [4.87568, 3.09567, 1.66719], [1.80271, 2.71650, 2.56979], [2.00162, 1.01174, 2.91989], [-0.11749, 1.15654, 4.07213], [-2.59703, 1.10567, 3.88385], [-3.63794, 1.61986, 1.67650], [-1.93813, 3.29508, -0.78080], [-3.41891, 2.35218, -0.48501], [-4.03351, 3.03306, -2.76351], [-4.32633, 4.68140, -4.54873], [-2.53656, 5.03691, -6.23126], [-0.45232, 3.71516, -6.08232], [1.18854, -4.44120, 4.65749], [1.93857, -5.33673, 5.39297], [1.69884, -5.99883, 6.59378], [2.69843, -6.83681, 7.04030], [3.89587, -7.01077, 6.32295], [4.12601, -6.35118, 5.13650], [3.12515, -5.49851, 4.66634], [3.09050, -4.72325, 3.52260], [1.93652, -4.11847, 3.55367], [1.49136, -3.19117, 2.51046], [2.36959, -2.87007, 1.47698], [1.94526, -2.00355, 0.48921], [0.73319, -1.44305, 0.46210], [-0.10071, -1.75044, 1.45505], [0.22417, -2.61209, 2.48836], [0.27431, -4.10125, 4.89278], [0.77926, -5.87021, 7.14869], [2.55953, -7.37549, 7.96789], [4.64744, -7.68048, 6.71789], [5.04330, -6.48196, 4.57951], [3.35951, -3.30223, 1.46092], [2.61793, -1.73551, -0.32002], [-1.08181, -1.28697, 1.42201], [-0.51659, -2.81964, 3.24884], [-0.26348, -1.78274, -2.92857], [-1.47953, -1.54732, -3.47004], [-1.58232, -0.85372, -4.69656], [-2.79715, -0.39617, -5.11484], [-3.94064, -0.60138, -4.31721], [-3.85972, -1.40588, -3.16047], [-2.64700, -1.85819, -2.73336], [-5.47773, 0.08722, -4.80257], [-5.70083, -1.18982, -5.56733], [-6.31650, 0.23546, -3.64983], [-5.23879, 1.23474, -5.62828], [-0.18501, -2.37099, -2.11329], [0.56054, -1.72875, -3.50476], [-0.68635, -0.65039, -5.26832], [-2.90973, 0.17619, -6.02685], [-4.76881, -1.58934, -2.60308], [-2.55221, -2.40969, -1.80574]],
  "forces_ev_per_angstrom": [[0.243, -0.078, 0.019], [0.074, 0.007, -0.082], [-0.078, -0.001, -0.039], [0.026, 0.032, -0.010], [-0.009, 0.001, 0.001], [-0.012, -0.024, -0.002], [0.017, 0.020, 0.074], [-0.063, 0.008, 0.067], [-0.068, 0.004, -0.111], [0.050, 0.018, 0.089], [-0.019, 0.011, 0.016], [-0.035, 0.027, -0.003], [0.011, -0.009, -0.005], [0.038, 0.002, 0.022], [-0.047, 0.005, 0.023], [-0.035, 0.032, -0.004], [0.165, 0.193, 0.080], [-0.100, 0.058, 0.050], [-0.030, -0.043, 0.052], [0.010, 0.020, -0.045], [0.000, -0.027, 0.028], [0.028, 0.006, -0.056], [0.023, 0.029, -0.061], [-0.108, 0.112, 0.085], [-0.064, -0.038, -0.048], [-0.005, -0.011, -0.007], [0.010, 0.002, -0.001], [0.000, -0.002, 0.012], [0.013, 0.002, -0.002], [0.020, -0.017, 0.016], [0.013, -0.026, -0.038], [0.014, 0.002, 0.004], [0.000, 0.000, 0.005], [-0.006, -0.003, -0.016], [0.007, -0.007, -0.002], [-0.001, 0.025, -0.034], [-0.017, -0.022, -0.010], [-0.013, -0.022, -0.006], [-0.001, 0.002, -0.006], [-0.002, 0.009, -0.006], [0.071, -0.042, -0.034], [-0.011, 0.022, 0.013], [0.002, -0.015, -0.005], [-0.017, 0.007, 0.021], [0.006, -0.005, -0.003], [-0.007, -0.014, 0.011], [-0.015, 0.010, -0.008], [-0.007, 0.021, 0.016], [-0.032, 0.014, 0.004], [-0.028, 0.006, -0.014], [-0.042, 0.011, -0.018], [0.065, -0.014, 0.038], [-0.086, 0.077, -0.001], [-0.031, -0.045, -0.007], [0.066, 0.008, -0.010], [-0.003, -0.004, 0.000], [-0.002, 0.000, 0.008], [0.002, -0.005, 0.002], [0.007, -0.002, -0.001], [0.005, 0.004, -0.006], [0.007, -0.009, 0.012], [-0.004, 0.006, -0.014], [-0.003, 0.009, -0.008], [-0.001, -0.009, 0.013], [0.032, -0.415, -0.129], [0.133, 0.223, 0.276], [-0.069, -0.008, -0.155], [0.022, 0.059, -0.138], [0.043, 0.024, 0.075], [-0.040, -0.099, 0.087], [-0.165, -0.110, -0.022], [0.032, -0.767, -0.332], [0.022, 0.442, 0.217], [-0.007, 0.140, 0.118], [0.024, 0.193, 0.025], [-0.028, 0.060, 0.041], [-0.031, 0.050, -0.070], [-0.002, -0.040, -0.036], [0.043, -0.018, -0.015], [0.017, -0.041, 0.011], [-0.017, -0.025, -0.009]],
  "lowdin_charge": [0.85, 0.52, -0.65, -0.12, -0.06, -0.07, -0.11, -0.54, 0.85, -0.35, -0.32, -0.01, -0.03, 0.00, -0.33, -0.36, 0.89, -0.50, -0.07, -0.02, -0.04, -0.08, -0.69, 0.69, 0.03, 0.10, 0.11, 0.11, 0.10, 0.11, 0.09, 0.13, 0.12, 0.12, 0.09, 0.09, 0.12, 0.13, 0.12, 0.11, 0.17, -0.19, -0.02, -0.08, -0.08, -0.01, -0.22, 0.18, -0.29, -0.12, 0.01, -0.16, -0.01, -0.15, 0.00, 0.15, 0.11, 0.11, 0.10, 0.11, 0.12, 0.10, 0.11, 0.11, 0.15, -0.33, -0.04, -0.02, -0.25, -0.03, -0.03, 0.46, -0.20, -0.29, -0.29, 0.10, 0.11, 0.10, 0.14, 0.13, 0.12]
}

---

(3)
{
  "formula": "C9H17ClN3O4P",
  "method": "the ωB97M-V functional and the def2-TZVPD basis",
  "spin_multiplicity": 1,
  "smiles": "N=P(O)(O)COCCNCC(=O)Cl.c1cc[nH]c1",
  "species": ["N", "P", "O", "O", "C", "O", "C", "C", "N", "C", "C", "O", "Cl", "H", "H", "H", "H", "H", "H", "H", "H", "H", "H", "H", "H", "C", "C", "C", "N", "C", "H", "H", "H", "H", "H"],
  "positions_angstrom": [[2.61194, 1.65437, 0.77111], [2.48866, 1.31402, -0.72472], [3.88138, 1.38706, -1.53526], [1.88273, -0.15238, -1.03450], [1.28618, 2.29952, -1.71222], [0.47657, 3.13939, -0.93053], [-0.39825, 2.46213, -0.03370], [-1.78179, 2.21163, -0.61271], [-1.85735, 1.24136, -1.69615], [-1.60784, -0.12460, -1.30086], [-1.05104, -0.91641, -2.45287], [-0.75615, -0.51046, -3.51992], [-0.84133, -2.63552, -2.03724], [3.54881, 1.90689, 1.06018], [3.76792, 1.39110, -2.49226], [2.24566, -0.80165, -0.41644], [1.85920, 2.94538, -2.38028], [0.71526, 1.61051, -2.34337], [-0.48718, 3.09044, 0.85305], [0.05486, 1.52532, 0.30731], [-2.22814, 3.14652, -0.95538], [-2.40771, 1.85515, 0.21286], [-1.27958, 1.49433, -2.48489], [-2.53949, -0.61698, -0.99818], [-0.90786, -0.24418, -0.46143], [0.35565, -2.88218, 2.08552], [0.20406, -2.99470, 3.49439], [-1.13625, -2.92968, 3.76517], [-1.79730, -2.78119, 2.57656], [-0.89705, -2.75182, 1.54654], [1.27939, -2.89850, 1.53100], [0.98837, -3.11086, 4.22325], [-1.67159, -2.97753, 4.69773], [-2.79250, -2.70653, 2.47586], [-1.20828, -2.63995, 0.52238]],
  "forces_ev_per_angstrom": [[0.277, -0.196, -0.368], [-0.070, 0.100, 0.213], [-0.184, 0.058, -0.003], [0.037, 0.053, 0.027], [0.096, 0.006, -0.042], [-0.083, -0.078, -0.146], [-0.046, -0.063, 0.146], [0.016, -0.059, 0.102], [-0.072, -0.047, 0.022], [-0.091, 0.038, -0.117], [-0.023, 0.042, 0.373], [0.107, 0.116, -0.228], [0.018, -0.127, -0.134], [-0.117, 0.077, 0.200], [0.094, -0.106, -0.085], [-0.055, -0.035, 0.026], [0.003, 0.084, 0.064], [0.029, -0.014, 0.018], [0.032, 0.075, -0.034], [0.000, 0.042, 0.014], [0.108, 0.037, -0.026], [-0.062, -0.009, -0.060], [-0.086, 0.071, -0.030], [0.034, -0.027, 0.034], [0.055, -0.040, -0.082], [-0.005, 0.024, -0.005], [0.007, -0.005, 0.003], [0.002, 0.000, -0.008], [-0.008, 0.020, -0.015], [0.016, 0.044, 0.033], [0.004, -0.019, 0.007], [-0.001, 0.004, -0.001], [0.006, 0.002, 0.003], [0.008, -0.014, 0.000], [-0.044, -0.054, 0.099]],
  "lowdin_charge": [-0.14, 0.50, -0.15, -0.17, -0.25, -0.15, -0.21, -0.19, -0.05, -0.24, -0.78, 0.08, 0.68, -0.01, 0.08, 0.08, 0.11, 0.08, 0.13, 0.09, 0.12, 0.12, 0.09, 0.13, 0.11, -0.11, -0.11, -0.14, 0.00, -0.16, 0.09, 0.09, 0.11, 0.14, 0.03]
}

---

Number 1: electronic energy -2790.6564 hartree. Number 2: electronic energy -4111.0469 hartree. Number 3: electronic energy -1619.9420 hartree.